(1)
C36H53N4OP2Pt as an isolated structure in a non-equilibrium geometry, computed with ωB97M-V/def2-TZVPD.

The geometry in XYZ format:
```
97
Properties=species:S:1:pos:R:3:forces:R:3:mulliken_charge:R:1
C -1.0222 2.6363 -1.8280 0.1 -1.2 -1.6 0.721
C -1.5617 0.3985 -2.3408 -1.2 1.4 0.3 0.213
C -1.3004 3.0043 -3.1481 0.0 0.0 0.3 -0.952
C -2.2117 0.8140 -3.5082 0.2 -0.4 -0.2 -0.902
C -2.0683 2.1397 -3.9284 -0.5 0.0 -0.3 -0.724
H -0.8340 3.9037 -3.5540 -0.5 -0.1 0.1 0.464
H -2.7333 0.0417 -4.0807 0.3 0.4 -0.2 0.519
H -2.5155 2.4761 -4.8879 0.5 -0.4 0.7 0.404
N -1.3387 1.3792 -1.4143 1.7 -1.3 -1.2 0.066
P -0.1363 2.9065 0.7334 0.1 -0.5 -0.6 -2.501
P -1.0770 -2.4072 -0.9213 -0.2 0.5 0.9 0.334
C -0.0247 3.3929 -1.0154 -0.1 0.1 0.4 -1.480
H 0.9779 3.0803 -1.3134 0.0 0.0 -0.4 0.465
H -0.1255 4.4672 -1.1568 0.2 -0.1 0.0 0.726
C -0.9026 -0.9898 -2.2897 -5.4 -1.1 0.4 0.155
H -1.2857 -1.6085 -3.1807 1.4 1.6 0.9 0.331
C -0.2362 -3.7685 -1.9523 0.2 0.0 0.0 2.263
C -2.4256 -3.1731 0.3701 -0.5 0.3 -0.2 1.975
C 1.5724 2.9542 1.4544 0.1 0.4 0.4 2.435
C -1.3621 4.1424 1.2972 0.1 0.1 0.6 2.670
C 1.1288 -3.8209 -1.2376 0.4 -0.4 -0.1 -1.732
H 1.0850 -4.0165 -0.1571 -0.1 0.0 -0.3 0.343
H 1.7391 -4.5857 -1.7293 0.0 -0.1 0.2 0.532
H 1.6437 -2.8657 -1.4138 -0.1 -0.4 0.3 0.391
C -1.0057 -5.1007 -1.9594 0.1 -0.2 -0.1 -1.955
H -1.1986 -5.5061 -0.9573 0.0 0.2 -0.4 0.318
H -1.9612 -5.0069 -2.4985 0.4 0.0 0.1 0.474
H -0.4186 -5.8571 -2.5032 0.0 0.3 0.2 0.443
C 0.1312 -3.3879 -3.4131 0.2 0.2 0.2 -2.053
H 0.8938 -4.0905 -3.7943 -0.7 -0.1 0.1 0.562
H -0.7137 -3.2846 -4.1068 0.1 -0.4 0.1 0.320
H 0.6699 -2.4431 -3.4342 -0.2 -0.4 -0.1 0.633
C -1.6788 -4.1230 1.3379 0.5 0.1 -0.2 -1.191
H -0.9670 -3.5288 1.9344 -0.2 -0.2 -0.2 -0.011
H -2.3876 -4.5684 2.0624 0.1 0.2 -0.5 0.482
H -1.1114 -4.9408 0.8696 -0.3 0.3 0.1 0.216
C -3.0955 -2.1078 1.2564 0.4 0.4 0.0 -1.431
H -2.3879 -1.6865 1.9792 -0.1 -0.1 -0.2 -0.077
H -3.5117 -1.2761 0.6730 0.0 -0.2 0.1 0.325
H -3.9099 -2.5789 1.8434 0.4 0.1 -0.5 0.574
C -3.5278 -3.7604 -0.5124 -0.2 -0.4 -0.2 -1.748
H -3.1812 -4.5368 -1.1944 -0.2 0.1 0.3 0.305
H -4.3332 -4.1969 0.1024 0.2 0.2 -0.1 0.487
H -3.9528 -2.9624 -1.1366 -0.1 -0.1 0.2 0.352
C -1.3838 4.0841 2.8220 -0.2 0.5 0.4 -1.820
H -2.2019 4.7255 3.1712 0.1 -0.1 0.1 0.580
H -1.5956 3.0702 3.1757 0.1 0.2 0.0 0.260
H -0.4628 4.4446 3.2868 -0.1 0.0 -0.1 0.319
C -2.7608 3.7085 0.8465 -0.2 -0.1 0.0 -1.543
H -2.8746 3.6174 -0.2339 0.1 0.0 0.0 0.193
H -3.0359 2.7572 1.3064 0.0 0.0 -0.1 0.322
H -3.4698 4.4678 1.1975 0.1 -0.1 -0.1 0.573
C -1.0715 5.5560 0.7770 -0.1 0.4 0.2 -1.785
H -1.7107 6.2599 1.3208 0.0 -0.1 0.0 0.494
H -0.0409 5.8863 0.9253 -0.1 -0.1 0.0 0.277
H -1.3103 5.6875 -0.2820 -0.1 -0.1 0.2 0.422
C 2.5491 2.0828 0.6452 -0.1 -0.3 -0.2 -1.520
H 2.7657 2.4404 -0.3654 0.0 0.1 0.1 0.405
H 3.5021 2.0060 1.1924 -0.3 0.3 -0.1 0.582
H 2.1618 1.0574 0.5571 0.1 0.3 0.0 0.004
C 1.4774 2.2510 2.8214 0.0 0.0 0.3 -1.497
H 1.1935 1.1995 2.6811 0.1 0.3 0.1 0.033
H 2.4603 2.2737 3.3130 -0.2 0.0 -0.1 0.552
H 0.7532 2.7114 3.5000 0.2 -0.1 -0.1 0.243
C 2.0664 4.4022 1.5747 0.4 0.1 0.3 -1.912
H 2.0906 4.9328 0.6147 0.0 -0.2 0.1 0.341
H 1.4698 4.9995 2.2745 0.0 -0.2 -0.1 0.353
H 3.0940 4.4084 1.9655 -0.2 -0.1 -0.1 0.492
Pt -0.7834 0.6924 0.5958 -0.1 0.4 0.2 3.096
C -1.3908 0.6097 2.3368 -1.1 -0.6 2.3 0.744
O -1.7574 0.6141 3.4519 0.6 0.4 -2.5 -0.856
N 0.6873 -0.2529 -0.6272 -1.3 -1.8 -1.9 -0.328
C 0.4195 -0.7613 -1.8059 4.7 2.2 0.6 -1.159
C 1.6074 -0.7113 -2.7890 -0.2 1.0 0.2 0.614
C 2.8592 -0.8226 -2.1751 0.1 0.2 0.0 -0.416
C 1.5172 -0.3040 -4.1457 0.3 -0.1 0.6 0.002
C 4.0271 -0.6528 -2.9113 -0.5 -0.2 -0.5 -1.038
H 2.8503 -0.9427 -1.0811 0.3 -0.1 -0.6 0.228
C 2.6999 -0.1767 -4.8961 -0.4 0.0 0.0 -0.804
H 0.5449 -0.0266 -4.5825 0.5 -0.4 0.1 0.355
C 3.9396 -0.4069 -4.2941 -0.2 0.1 0.6 -0.738
H 4.9908 -0.7090 -2.4163 -0.1 -0.1 -0.1 0.454
H 2.6470 0.1322 -5.9530 0.0 -0.2 0.6 0.409
H 4.8506 -0.3454 -4.8713 0.0 0.1 -0.1 0.411
N -0.4192 -1.1207 5.1610 -0.6 0.1 0.5 -0.365
C 0.6638 -1.3586 4.3734 0.3 -0.1 -0.6 0.670
C 1.9155 -1.6428 4.9915 -0.5 0.2 -0.3 -0.865
C 3.0069 -1.9077 4.1901 -0.3 0.1 0.1 -0.656
C 2.8147 -1.9336 2.8084 -0.2 -0.2 -1.5 -0.804
C 1.5403 -1.6874 2.2759 0.2 0.2 0.6 -0.076
N 0.4728 -1.3360 3.0268 0.9 -0.9 0.9 0.173
H -1.3086 -0.8118 4.7609 0.9 -0.3 0.3 0.188
H -0.2981 -1.0689 6.1691 -0.1 0.0 -0.6 0.220
H 1.9400 -1.6429 6.0799 0.3 0.0 -0.2 0.380
H 3.9893 -2.0972 4.6173 -0.2 0.0 0.0 0.432
H 3.6239 -2.1601 2.0867 -0.5 0.1 0.7 0.424
H 1.3468 -1.7559 1.1897 0.2 0.2 0.6 0.193
```
Forces are in eV/Å.

Its spin multiplicity is 3. Its gap between HOMO and LUMO (spin up / spin down) is 5.796 / 5.776 eV. Its charge is +1. The electronic energy comes out at -2499.499861 a.u. The largest force on an atom comes out at 5.544 eV/A. The relative energy (zero: lowest compared OMol25 entry of this formula, charge and spin) comes out at 260.3 kJ/mol.

***

(2)
C18H44B2MgO8S3 as an isolated structure in a non-equilibrium geometry, computed with ωB97M-V/def2-TZVPD.

The geometry in XYZ format:
```
76
Properties=species:S:1:pos:R:3:forces:R:3:mulliken_charge:R:1
Mg -8.9063 -18.7815 0.3766 1.9 -0.1 0.0 0.739
B -8.0069 -16.0468 -0.2625 0.2 -0.4 -0.6 0.561
H -7.3383 -16.8827 -0.1259 3.1 -3.9 0.4 -0.372
H -8.0664 -15.7008 -1.2828 -0.2 0.9 -3.7 -0.216
H -8.9954 -16.2732 0.1060 -5.1 -1.4 1.7 -0.346
H -7.7108 -15.3029 0.4608 1.2 2.6 2.7 -0.164
B -7.7849 -21.2199 0.7271 -0.7 1.3 0.4 1.103
H -7.0755 -20.4301 0.9199 3.1 3.5 0.9 -0.365
H -8.2378 -21.0455 -0.2366 -2.2 0.8 -4.4 -0.405
H -7.2422 -22.1524 0.7174 1.8 -3.3 -0.2 -0.166
H -8.5385 -21.2164 1.4993 -3.1 0.0 3.2 -0.394
C -3.3383 -19.6727 -4.1518 0.2 0.8 -2.7 -1.038
C -4.5091 -20.4200 -3.5870 5.5 -1.3 0.4 0.632
O -5.4229 -19.8033 -3.2568 -5.2 2.3 1.5 -0.469
C -4.3141 -21.8673 -3.3320 -0.1 -0.8 -0.9 -0.977
H -2.6164 -19.1776 -3.5024 -0.2 -0.5 0.4 0.271
H -3.7844 -18.8953 -4.7721 -0.2 0.6 0.4 0.327
H -2.8470 -20.1866 -4.9780 0.6 -0.7 0.5 0.363
H -4.7261 -22.2524 -4.2648 -0.8 -0.7 0.1 0.298
H -4.8210 -22.1982 -2.4256 -0.1 -0.2 -0.4 0.270
H -3.2987 -22.2464 -3.4473 0.2 0.5 0.6 0.329
C -9.7218 -25.8420 -3.2639 0.7 0.1 0.3 -0.957
C -11.0074 -25.5312 -2.5448 0.8 -1.1 -0.1 0.718
O -11.8559 -26.3478 -2.8240 -1.5 0.8 0.6 -0.564
C -11.0378 -24.5333 -1.3888 -1.3 -1.3 -1.1 -0.910
H -9.8429 -25.6236 -4.3249 0.2 0.0 0.1 0.276
H -9.6591 -26.9213 -3.1251 0.2 0.0 -0.4 0.315
H -8.8119 -25.4188 -2.8384 -0.1 0.4 -0.2 0.291
H -11.9719 -24.7652 -0.8770 0.1 0.2 0.3 0.290
H -11.1138 -23.5127 -1.7640 0.7 0.1 0.3 0.233
H -10.1748 -24.8389 -0.7973 0.0 0.8 0.2 0.312
C -13.5764 -19.6316 5.8511 1.6 0.3 -0.5 -0.581
C -13.0596 -21.0483 5.8427 -0.6 -2.2 -0.4 -0.744
C -12.0753 -21.2900 4.6301 -0.7 0.8 0.4 -0.640
S -12.9254 -20.4178 3.2555 1.1 -0.8 -1.3 0.922
O -13.8061 -21.4411 2.6605 0.7 1.9 0.9 -0.627
O -11.9765 -19.7251 2.3255 -1.8 -0.9 1.9 -0.516
C -13.7927 -19.2204 4.3750 0.6 1.4 -0.1 -0.635
H -12.6710 -19.1828 6.2597 -0.1 1.2 -0.4 0.263
H -14.3596 -19.3184 6.5415 -0.3 -0.7 -0.2 0.359
H -13.9269 -21.7029 5.7578 0.1 -0.5 -0.4 0.314
H -12.5931 -21.3581 6.7779 0.2 0.3 0.0 0.401
H -11.9171 -22.3185 4.3059 -0.6 0.0 0.1 0.397
H -11.0674 -20.9076 4.7912 -0.2 0.6 0.1 0.307
H -14.7702 -18.8990 4.0155 -0.4 -1.1 0.1 0.461
H -13.2830 -18.2630 4.2666 0.6 -0.2 -0.4 0.321
C -13.2905 -17.9867 -5.8473 1.0 -1.4 0.3 -0.597
C -13.9237 -19.3184 -5.2155 0.2 -0.5 -0.5 -0.672
C -13.2182 -19.7158 -3.8817 -0.9 1.3 -0.2 -0.737
S -11.5052 -19.2060 -4.1012 0.9 -0.9 1.0 1.070
O -10.7263 -20.2889 -4.7595 -1.5 2.2 1.0 -0.647
O -11.0693 -18.6668 -2.7925 0.0 -0.8 -1.6 -0.617
C -11.8310 -17.7979 -5.2349 -0.8 0.2 0.3 -0.677
H -14.0225 -17.1840 -5.7585 0.6 0.3 0.8 0.342
H -13.1804 -18.0443 -6.9302 0.0 -0.6 0.0 0.253
H -13.8779 -20.1979 -5.8577 0.5 0.3 -0.5 0.318
H -15.0027 -19.1746 -5.1585 0.1 0.1 0.7 0.391
H -13.3051 -20.7107 -3.4451 0.3 -0.4 -0.9 0.482
H -13.6412 -19.1232 -3.0705 0.4 0.5 0.0 0.322
H -10.9786 -17.7256 -5.9103 -0.4 -0.5 -0.4 0.434
H -11.7179 -16.9041 -4.6213 -0.3 -0.1 0.3 0.346
C -4.5345 -17.7296 4.0216 -1.1 0.4 -3.3 -0.521
C -4.5046 -19.2175 4.2933 -0.3 -1.6 1.6 -0.654
C -5.8891 -19.8087 4.8741 -0.5 1.4 -1.0 -0.541
S -7.0462 -18.3479 4.8647 2.4 1.3 -3.6 0.881
O -7.6850 -18.2274 6.1244 -1.3 0.0 1.1 -0.634
O -7.7745 -18.2483 3.5608 0.9 -0.6 2.4 -0.480
C -5.6400 -17.0415 4.7508 -0.7 -1.4 1.8 -0.776
H -4.7842 -17.7180 2.9607 -0.5 0.3 -0.4 0.197
H -3.5911 -17.1978 3.8985 0.3 -0.2 1.2 0.461
H -3.7416 -19.4224 5.0442 0.0 -0.3 0.0 0.267
H -4.2356 -19.7563 3.3848 -0.1 0.0 0.2 0.354
H -5.9368 -20.2404 5.8738 0.6 0.5 0.2 0.372
H -6.4315 -20.5412 4.2762 0.5 0.1 -0.6 0.303
H -5.2962 -17.0098 5.7847 -0.4 0.4 0.4 0.307
H -6.0445 -16.0700 4.4668 0.1 -0.3 -0.4 0.469
```
Forces are in eV/Å.

Its gap between HOMO and LUMO is 7.556 eV. Its charge is 0. The electronic energy comes out at -2758.115161 a.u. The largest force on an atom comes out at 5.855 eV/A. The relative energy (zero: lowest compared OMol25 entry of this formula, charge and spin) comes out at 910.7 kJ/mol.

***

(3)
C8H12N5O as an isolated structure in a non-equilibrium geometry, computed with ωB97M-V/def2-TZVPD.

The geometry in XYZ format:
```
26
Properties=species:S:1:pos:R:3:forces:R:3:mulliken_charge:R:1
C 1.9560 2.8623 0.3094 -1.5 -1.5 -1.6 -0.742
C 0.8402 2.2662 0.8910 0.7 0.1 1.0 -0.789
C 2.3103 2.5802 -1.0001 -0.7 -0.1 1.6 -0.388
C 0.2682 1.3341 0.0662 -0.8 0.8 -0.3 1.200
C 0.6510 1.1442 -1.2804 1.3 0.5 2.4 0.466
C -0.7365 -2.0307 -0.2482 -0.1 1.8 -2.0 0.291
C -1.0616 -0.2207 -0.8308 -0.9 -1.7 0.6 -0.791
C -1.5787 0.3514 1.5051 0.5 0.9 0.2 -0.950
N 1.7180 1.7512 -1.7845 -3.2 -3.3 -2.0 -0.673
N -0.1537 0.1197 -1.7814 1.5 2.5 0.5 0.074
N -0.9101 0.6320 0.2621 -0.4 -1.5 -0.8 0.137
N -1.5606 -3.0659 -0.3831 4.1 -0.6 2.7 -0.433
N 0.5183 -2.0784 0.0514 0.3 0.4 1.5 0.103
O 1.1470 -3.1320 0.7186 -0.1 0.0 -0.3 -0.362
H 2.5262 3.5895 0.6870 1.9 2.5 2.3 0.513
H 0.4992 2.4270 1.9614 0.5 0.0 -1.6 0.240
H 3.1188 2.8862 -1.5319 2.7 2.1 -0.4 0.539
H -2.0680 -0.3440 -1.1222 -1.2 -0.5 -0.5 0.475
H -1.1480 1.0327 2.2035 0.1 0.4 0.7 0.302
H -2.6323 0.5267 1.5334 -0.8 0.3 -0.6 0.332
H -1.4327 -0.6241 1.9172 0.5 -1.0 -0.1 0.326
H 0.1296 -0.1676 -2.6711 -0.6 -1.3 -1.5 0.194
H -2.4244 -2.9901 -0.7365 -3.8 0.9 -1.6 0.197
H -1.4920 -3.8315 0.2736 0.1 -0.4 -0.2 0.188
H 1.0434 -1.1960 0.2323 -0.5 -1.0 -0.3 0.234
H 0.4724 -3.8226 0.7583 0.4 -0.3 0.1 0.318
```
Forces are in eV/Å.

Its gap between HOMO and LUMO is 8.179 eV. Its charge is +1. The electronic energy comes out at -660.697778 a.u. The largest force on an atom comes out at 5.018 eV/A. The relative energy (zero: lowest compared OMol25 entry of this formula, charge and spin) comes out at 271.4 kJ/mol.